Entry 1:
Density functional theory data (wB97M-V/def2-TZVPD) for a gas-phase ion, C2H2N3OS (charge -1).

Atoms and positions in Å:
C: -1.399 -0.141 -0.392
C: 0.456 -0.792 1.069
N: -2.560 -0.038 -0.280
N: 0.566 0.933 -1.095
N: -0.107 -0.285 -0.522
O: 0.666 0.193 1.694
S: 0.561 -2.383 1.127
H: 1.520 0.723 -0.918
H: 0.297 1.791 -0.684

Forces on atoms 1 to 6 (eV/Å):
C -1.946 0.426 -0.362
C -0.247 2.101 -1.630
N 0.890 -0.093 -0.059
N -1.207 -2.590 -0.610
N 1.455 0.804 -0.058
O 0.434 0.714 1.047

Output
**Multiplicity**: 1
**SMILES**: N#CN(N)C([O-])=S
**E_LUMO**: 0.1361 hartree
**Frontier orbital gap**: 8.06 eV
**Charge**: -1



Entry 2:
Density functional theory data (wB97M-V/def2-TZVPD) for 2 unconnected molecules or ions with the total composition C2H2N3P.

Atoms and positions in Å:
C: 0.974 0.154 -2.049
C: -1.348 0.688 -0.013
N: 2.082 0.396 -2.188
N: -1.807 1.716 0.134
N: 0.140 -0.726 1.156
P: -0.990 -1.047 -0.023
H: 0.729 -1.435 1.564
H: 0.219 0.253 1.419

Forces on atoms 1 to 6 (eV/Å):
C -3.256 -1.430 1.431
C -0.617 -1.813 -0.851
N 2.126 0.561 -0.362
N -0.636 2.003 0.288
N -1.352 -0.730 -0.650
P 2.934 1.788 -0.181

Output
**Multiplicity**: 1
**E_LUMO (spin up / spin down)**: -0.1139 / -0.1139 hartree
**Frontier orbital gap (spin up / spin down)**: 6.54 / 6.53 eV
**Charge**: 0



Strongest force on any atom values, unit eV Å⁻¹, following the record order: 2.9; 3.8.
Energy relative to the best compared isomer or geometry (same formula, charge and spin) values, unit kcal/mol, following the record order: 27.4; 77.9.